This record from OMol25 describes C23H21BaClNO8S as an isolated structure. The level of theory is the ωB97M-V functional and the def2-TZVPD basis.

Each line ends with the Mulliken charge.
Positions of all 56 atoms, in Å:
Ba 1.422 -0.257 0.646  1.476
C 5.072 1.262 0.131  -1.325
C 4.483 0.867 1.458  0.605
C 4.610 -0.439 1.931  -0.221
C 3.986 -0.838 3.104  -0.272
C 3.213 0.066 3.825  -0.412
C 3.084 1.371 3.368  -0.414
C 3.721 1.768 2.198  0.009
H 4.342 1.817 -0.460  0.164
H 5.348 0.375 -0.437  0.278
H 5.957 1.889 0.265  0.356
H 5.126 -1.173 1.327  0.146
H 4.055 -1.870 3.422  0.298
H 2.688 -0.255 4.716  0.324
H 2.442 2.060 3.902  0.324
H 3.552 2.767 1.817  0.246
C -6.965 -3.955 -1.479  -1.439
C -5.554 -3.436 -1.423  1.071
C -5.032 -2.932 -0.235  -0.883
C -3.725 -2.476 -0.161  -0.188
C -2.937 -2.526 -1.303  -0.024
C -3.435 -3.018 -2.502  -0.570
C -4.741 -3.471 -2.553  -0.730
S -1.281 -1.947 -1.253  1.432
O -0.872 -1.616 -2.581  -0.719
O -1.180 -0.940 -0.219  -0.707
N -0.420 -3.301 -0.814  -0.436
C -0.200 -3.559 0.420  -0.138
C -0.630 -2.876 1.716  0.673
O -1.734 -3.274 2.102  -0.679
O 0.211 -2.115 2.241  -0.731
H -7.617 -3.398 -0.806  0.364
H -7.001 -5.004 -1.177  0.283
H -7.373 -3.887 -2.487  0.372
H -5.657 -2.897 0.649  0.341
H -3.310 -2.109 0.766  0.379
H -2.802 -3.028 -3.379  0.449
H -5.140 -3.851 -3.487  0.338
H 2.700 -3.230 0.109  0.205
H 0.354 -4.489 0.574  0.513
Cl -0.869 8.011 -2.208  -0.246
C -0.272 6.478 -1.612  0.474
C -0.427 6.170 -0.272  -0.694
C 0.048 4.951 0.190  -0.156
C 0.670 4.058 -0.673  -0.174
C 0.813 4.393 -2.013  -0.121
C 0.342 5.605 -2.494  -0.686
C 1.175 2.721 -0.160  0.946
O 0.970 2.453 1.051  -0.876
O 1.743 1.961 -0.981  -0.907
H -0.913 6.871 0.392  0.402
H -0.063 4.669 1.229  0.414
H 1.297 3.682 -2.671  0.426
H 0.445 5.873 -3.537  0.402
O 3.151 -1.520 -0.655  -0.695
O 3.131 -2.453 0.483  -0.266

Computed properties:
- energy above the lowest of the compared OMol25 structures with the same formula, charge and spin (kcal/mol) = 0.0
- LUMO level (eV) = 2.376
- F_max (eV Å⁻¹) = 0.6
- charge = -1

This record from OMol25 describes C23H21BiN8O4S4Se as an isolated structure. The level of theory is the ωB97M-V functional and the def2-TZVPD basis.

Each line ends with the Mulliken charge.
Positions of all 62 atoms, in Å:
Bi 0.282 0.499 0.515  1.105
N -0.265 1.735 -3.599  -0.552
C -1.561 2.343 -3.343  -0.758
C -2.669 1.391 -2.863  -0.737
C -2.378 0.844 -1.444  0.581
O -2.776 1.500 -0.495  -0.607
O -1.734 -0.253 -1.343  -0.828
H -0.399 0.786 -3.934  0.303
H 0.260 1.655 -2.734  0.219
H -1.888 2.799 -4.291  0.314
H -1.413 3.137 -2.609  0.386
H -2.786 0.578 -3.588  0.298
H -3.600 1.961 -2.798  0.421
O 5.621 5.128 1.082  -0.647
C 4.647 4.417 1.064  0.601
S 3.184 4.757 0.143  -0.198
C 2.260 3.312 0.585  0.075
C 2.882 2.465 1.428  0.181
S 2.260 0.974 2.088  -0.629
S 4.502 2.906 1.959  -0.192
S 0.683 3.148 -0.093  -0.484
Se -3.897 -2.196 6.635  -0.045
N -3.801 -0.622 5.758  -1.010
C -2.868 -0.733 4.820  0.733
C -2.525 0.333 3.928  0.016
C -3.116 1.571 3.966  -0.294
C -2.713 2.567 3.057  -1.248
C -1.747 2.280 2.123  0.250
N -1.136 1.105 2.051  0.234
C -1.492 0.081 2.940  -0.225
C -0.855 -1.118 2.870  -0.085
N 0.115 -1.312 1.892  0.034
C 0.803 -2.438 1.828  0.991
C 0.550 -3.499 2.687  -1.011
C -0.460 -3.378 3.650  -0.480
C -1.173 -2.210 3.771  0.258
C -2.199 -2.002 4.739  0.661
N -2.589 -2.926 5.611  -1.019
H -3.884 1.771 4.702  0.485
H -3.165 3.546 3.066  0.382
H -1.423 3.029 1.415  0.278
H 2.262 -3.539 0.722  0.423
H 1.142 -4.399 2.618  0.367
H -0.691 -4.202 4.311  0.463
C 1.437 -2.031 -5.376  -1.096
N 1.754 -1.805 -3.993  -0.013
C 3.040 -1.248 -3.659  -0.487
C 2.751 -0.612 -2.269  -0.010
O 3.596 -0.151 -1.541  -0.673
N 1.423 -0.694 -2.051  0.579
C 0.853 -1.325 -3.058  -0.048
N -0.446 -1.499 -3.127  -0.183
H 2.187 -2.694 -5.812  0.355
H 1.418 -1.094 -5.950  0.329
H 0.466 -2.515 -5.472  0.322
H 3.341 -0.469 -4.370  0.301
H 3.820 -2.009 -3.593  0.278
H -1.055 -0.975 -2.362  0.296
H -0.841 -2.063 -3.859  0.129
C 1.866 -2.528 0.778  -1.222
H 2.677 -1.838 1.013  0.304
H 1.466 -2.240 -0.193  -0.168

Computed properties:
- energy above the lowest of the compared OMol25 structures with the same formula, charge and spin (kcal/mol) = 9.4
- LUMO level (alpha / beta) (eV) = 3.757 / 3.757
- F_max (eV Å⁻¹) = 1.0
- charge = -2

This record from OMol25 describes C23H21Br2NO4PPtSSe as an isolated structure. The level of theory is the ωB97M-V functional and the def2-TZVPD basis.

Each line ends with the Mulliken charge.
Positions of all 55 atoms, in Å:
Pt -0.319 -1.534 0.913  0.834
S -0.522 1.112 4.439  -0.251
C -0.023 2.085 3.125  -0.731
C 0.105 1.387 1.959  -0.160
C -0.223 0.014 2.120  -0.158
C -0.580 -0.264 3.417  -0.232
C -0.958 -1.618 3.714  1.316
C -1.356 -2.161 4.929  -0.859
C -1.681 -3.502 4.993  -0.337
C -1.609 -4.288 3.850  -0.821
C -1.209 -3.703 2.669  0.042
N -0.896 -2.403 2.610  0.116
H 0.166 3.136 3.286  0.509
H 0.421 1.847 1.034  0.417
H -1.406 -1.527 5.803  0.394
H -1.993 -3.937 5.934  0.442
H -1.858 -5.339 3.868  0.431
H -1.138 -4.254 1.740  0.504
Br 3.679 0.447 1.601  -0.104
C 3.442 -1.410 1.219  -0.561
Br 2.494 -1.759 -0.420  0.026
H 2.865 -1.848 2.026  0.281
H 4.421 -1.866 1.134  0.447
C -1.299 0.077 -3.858  -1.498
P -0.489 0.416 -2.306  1.290
C 1.236 0.746 -2.555  0.829
C 1.926 1.569 -1.662  0.023
C 3.292 1.742 -1.799  -0.805
C 3.970 1.097 -2.824  -0.467
C 3.290 0.274 -3.711  -0.891
C 1.924 0.091 -3.579  -0.408
C -1.287 1.763 -1.469  0.446
C -1.023 3.081 -1.852  -0.214
C -1.696 4.118 -1.230  -0.801
C -2.624 3.843 -0.232  -0.506
C -2.889 2.534 0.143  -0.747
C -2.226 1.487 -0.476  -0.410
H -1.215 0.963 -4.489  0.414
H -2.349 -0.138 -3.659  0.428
H -0.850 -0.779 -4.359  0.510
H 1.402 2.064 -0.856  -0.159
H 3.827 2.375 -1.104  0.522
H 5.038 1.236 -2.932  0.430
H 3.825 -0.235 -4.502  0.444
H 1.409 -0.575 -4.257  0.258
H -0.300 3.295 -2.629  0.452
H -1.498 5.140 -1.523  0.435
H -3.145 4.658 0.254  0.438
H -3.612 2.326 0.921  0.444
H -2.424 0.466 -0.177  0.410
O -0.659 -3.262 -0.447  -0.623
Se -0.834 -2.670 -1.955  1.094
O 0.450 -2.744 -2.895  -0.525
O -0.708 -0.835 -1.348  -0.803
O -2.283 -2.738 -2.597  -0.555

Computed properties:
- energy above the lowest of the compared OMol25 structures with the same formula, charge and spin (kcal/mol) = 23.5
- LUMO level (eV) = -2.977
- F_max (eV Å⁻¹) = 0.6
- charge = +1

This record from OMol25 describes C23H21Cl2N3O7Pd as an isolated structure. The level of theory is the ωB97M-V functional and the def2-TZVPD basis.

Each line ends with the Mulliken charge.
Positions of all 57 atoms, in Å:
Pd 0.796 -0.434 -0.209  1.174
O -1.977 1.573 -4.828  -0.555
C -2.610 0.515 -4.355  0.462
O -3.643 0.106 -4.823  -0.612
C -1.987 -0.186 -3.195  0.581
C -2.529 -1.302 -2.590  -0.566
N -1.725 -1.639 -1.568  -0.462
N -0.690 -0.805 -1.487  0.154
C -0.826 0.086 -2.455  -1.102
C 0.234 1.145 -2.493  1.784
O 0.229 1.984 -3.389  -0.871
O 1.090 1.059 -1.543  -0.707
H -1.140 1.784 -4.326  0.401
H -3.425 -1.849 -2.827  0.521
H -1.839 -2.363 -0.875  0.143
Cl -2.668 -1.032 1.657  -0.140
C -2.338 0.588 1.114  1.354
C -3.110 1.072 0.071  -0.856
C -2.825 2.302 -0.498  -0.452
C -1.772 3.053 -0.004  -0.712
C -1.041 2.582 1.070  0.814
Cl 0.280 3.544 1.660  -0.256
C -1.291 1.340 1.674  -1.289
N -0.433 0.878 2.658  0.197
C -0.750 0.100 3.792  0.032
C -1.949 0.272 4.470  -0.206
C -2.245 -0.509 5.575  -0.654
C -1.335 -1.455 6.019  -0.728
C -0.133 -1.617 5.346  -0.793
C 0.177 -0.856 4.227  0.764
C 1.504 -1.062 3.522  -1.201
C 1.410 -0.970 2.025  1.159
O 0.615 -1.706 1.358  -0.841
O 2.076 -0.098 1.385  -0.752
H -3.917 0.460 -0.309  0.474
H -3.412 2.666 -1.330  0.432
H -1.515 4.008 -0.439  0.451
H 0.439 1.385 2.702  0.289
H -2.650 1.020 4.121  0.459
H -3.186 -0.370 6.092  0.406
H -1.558 -2.067 6.883  0.389
H 0.576 -2.363 5.686  0.369
H 1.900 -2.046 3.781  0.487
H 2.241 -0.318 3.834  0.386
C 3.987 0.350 -3.032  -0.384
C 3.688 -0.871 -3.902  -0.681
C 2.776 -1.700 -2.998  -0.056
O 3.068 -1.317 -1.651  -0.356
C 4.047 -0.272 -1.648  -0.344
H 3.170 1.070 -3.081  0.079
H 4.914 0.853 -3.306  0.423
H 4.606 -1.419 -4.119  0.296
H 3.211 -0.618 -4.848  0.337
H 2.937 -2.774 -3.106  0.340
H 1.718 -1.491 -3.196  -0.127
H 5.035 -0.704 -1.449  0.394
H 3.797 0.420 -0.844  0.154

Computed properties:
- energy above the lowest of the compared OMol25 structures with the same formula, charge and spin (kcal/mol) = 13.9
- LUMO level (eV) = -0.398
- F_max (eV Å⁻¹) = 0.2

Which of these has the lowest energy above the lowest of the compared OMol25 structures with the same formula, charge and spin?
C23H21BaClNO8S

What is the energy above the lowest of the compared OMol25 structures with the same formula, charge and spin in the first record?
0.0 kcal/mol

Number 4 is which compound?
C23H21Cl2N3O7Pd

What is the formula in the first record?
C23H21BaClNO8S